15
Properties=species:S:1:pos:R:3 method="wB97M-V/def2-TZVPD" gap_ev=10.89 total_charge=+1 e_lumo_ev=-3.65 smiles="[H]/N=C/[C@@H](O)C(N)=[NH2+]"
H -1.06274 2.86152 0.68794
N -0.59671 1.97825 0.60611
C -1.37002 1.01951 0.62840
C -0.60389 -0.34185 0.36564
O -1.53017 -1.04899 -0.41324
C 0.84350 -0.28975 -0.22587
N 1.85095 0.08229 0.53293
N 0.81422 -0.73249 -1.46854
H -2.49103 0.98509 0.85455
H -0.47468 -1.00440 1.35618
H -1.30489 -2.01763 -0.35621
H 2.74992 -0.01808 0.03312
H 1.66791 0.80406 1.17356
H -0.12746 -1.19910 -1.76081
H 1.63508 -1.07844 -2.01372

=====

8
Properties=species:S:1:pos:R:3 method="wB97M-V/def2-TZVPD" gap_ev=12.62 e_lumo_ev=1.02 smiles=C.O
C -1.70192 -0.38192 1.96528
H -2.19389 0.43701 2.42532
H -2.36977 -1.32812 1.94601
H -0.99136 -0.83113 2.76360
H -1.18802 -0.13308 1.01118
O 2.73430 0.60287 -3.01354
H 3.61132 0.93799 -3.40237
H 2.09934 0.69639 -3.69549

=====

169
Properties=species:S:1:pos:R:3 method="wB97M-V/def2-TZVPD" gap_ev=7.18 e_lumo_ev=-1.09 smiles="CC(=O)N(C)c1c(P(=O)(O)O)c(N)c2nc(CCCCn3cccc3)c(P(=O)(O)O)nc2c1CCCCS(=O)(=O)Cl.c1ccccc1.c1ccccc1.c1ccccc1.c1ccccc1.c1ccccc1.c1ccccc1.c1ccccc1.c1ccccc1"
C 8.40079 -1.60700 -1.41781
C 7.13727 -0.81972 -1.28982
O 6.95811 0.17411 -1.91712
N 6.15755 -1.38314 -0.42510
C 6.51172 -1.37316 0.99148
C 4.78929 -1.13608 -0.77588
C 4.22017 -2.11528 -1.67361
P 5.30341 -3.48426 -2.22305
O 6.11779 -3.01858 -3.34281
O 4.43403 -4.75671 -2.67934
O 6.15850 -4.07252 -1.01377
C 2.93310 -1.97851 -2.15691
N 2.32135 -2.85263 -3.13022
C 2.13470 -0.87816 -1.72730
N 0.87753 -0.74468 -2.23114
C 0.18337 0.27509 -1.79131
C -1.19459 0.38384 -2.37121
C -1.22635 1.21347 -3.67043
C -0.64249 2.60171 -3.53463
C -0.55356 3.38728 -4.83355
N 0.10897 4.65292 -4.58469
C -0.51154 5.77410 -4.09933
C 0.42385 6.77344 -3.94560
C 1.67507 6.23640 -4.35416
C 1.43210 4.93551 -4.74389
C 0.72347 1.19235 -0.84033
P -0.07462 2.66590 -0.08598
O 0.44783 2.84572 1.28297
O 0.26337 3.93078 -0.97103
O -1.64476 2.47222 -0.07122
N 1.93371 1.07852 -0.38498
C 2.67320 0.02436 -0.81125
C 4.01622 -0.07882 -0.34487
C 4.48911 1.00422 0.58748
C 5.32757 2.12964 -0.06807
C 4.80527 2.49719 -1.45294
C 5.31882 3.86996 -1.92828
S 6.68190 3.69962 -3.06451
O 6.45439 2.62345 -3.96882
O 7.91468 3.72559 -2.34724
Cl 6.53603 5.45944 -4.11742
H 8.70006 -2.08812 -0.49304
H 9.18032 -0.99893 -1.85415
H 8.16302 -2.40087 -2.12436
H 5.64608 -1.61564 1.59711
H 7.29626 -2.09615 1.20277
H 6.88285 -0.40626 1.33167
H 3.89073 -5.04700 -1.93360
H 5.78862 -3.82632 -0.15817
H 3.01246 -3.02555 -3.85223
H 2.14576 -3.75011 -2.69807
H -1.48944 -0.61122 -2.68797
H -1.93434 0.70591 -1.64430
H -2.24726 1.21287 -4.04300
H -0.61453 0.65568 -4.38312
H -1.25963 3.16505 -2.83368
H 0.35472 2.55217 -3.10643
H -1.53106 3.58654 -5.25919
H 0.04505 2.81658 -5.53746
H -1.56483 5.79363 -3.89368
H 0.22570 7.75634 -3.56324
H 2.61766 6.74819 -4.34709
H 2.17217 4.23626 -5.09073
H 0.81623 4.50499 -0.42547
H -1.93399 2.37010 0.84304
H 5.00026 0.58180 1.44351
H 3.63720 1.52040 1.00705
H 5.15972 3.00983 0.55400
H 6.39449 1.93570 -0.02945
H 4.95855 1.72156 -2.19230
H 3.72619 2.61694 -1.35835
H 5.69323 4.41418 -1.06868
H 4.52014 4.41512 -2.41448
C -3.33044 -2.83466 -3.55676
C -2.07490 -3.34466 -3.85948
C -1.91628 -4.19534 -4.94497
C -3.01281 -4.53925 -5.72352
C -4.26960 -4.03523 -5.41540
C -4.42726 -3.18114 -4.33339
H -3.45592 -2.16593 -2.71362
H -1.21842 -3.07801 -3.25099
H -0.93712 -4.58966 -5.18368
H -2.88825 -5.20110 -6.57075
H -5.12559 -4.30792 -6.01945
H -5.40575 -2.78559 -4.09161
C -7.06094 -4.97300 -2.28121
C -8.32219 -4.99697 -1.70126
C -8.45795 -4.84868 -0.32732
C -7.33121 -4.68147 0.46620
C -6.07015 -4.66606 -0.11306
C -5.93461 -4.80958 -1.48665
H -6.95432 -5.08151 -3.35324
H -9.20014 -5.12965 -2.32036
H -9.44143 -4.86333 0.12516
H -7.43461 -4.56449 1.53732
H -5.19193 -4.53961 0.50828
H -4.95106 -4.79240 -1.93847
C -9.23843 -7.96956 4.68008
C -8.88050 -7.71156 3.36405
C -7.61961 -7.20951 3.07342
C -6.71768 -6.96141 4.09904
C -7.07823 -7.21248 5.41568
C -8.33793 -7.71794 5.70608
H -10.21964 -8.36644 4.90659
H -9.58438 -7.90190 2.56387
H -7.33907 -7.01097 2.04735
H -5.73378 -6.57071 3.87181
H -6.37681 -7.01478 6.21610
H -8.61842 -7.91579 6.73260
C 4.97614 7.65588 2.95794
C 5.12560 6.86697 4.09086
C 4.64057 5.56646 4.09828
C 4.00250 5.05619 2.97847
C 3.84374 5.84816 1.85034
C 4.33214 7.14754 1.83771
H 5.35891 8.66811 2.94867
H 5.61921 7.26602 4.96754
H 4.75674 4.94779 4.97892
H 3.62463 4.04081 2.98626
H 3.33742 5.45030 0.97875
H 4.21011 7.76450 0.95664
C -6.74819 -2.29134 4.06422
C -6.39238 -2.01559 2.75073
C -5.12783 -1.52131 2.46231
C -4.21953 -1.29768 3.48896
C -4.57879 -1.56372 4.80272
C -5.84208 -2.06236 5.09003
H -7.73210 -2.68386 4.28796
H -7.10013 -2.18823 1.95087
H -4.85067 -1.31184 1.43669
H -3.23219 -0.91349 3.26553
H -3.87468 -1.38094 5.60411
H -6.12090 -2.27074 6.11500
C -7.09715 1.01556 6.56366
C -6.35162 1.39238 5.45571
C -5.90049 2.69967 5.33652
C -6.19656 3.63020 6.32317
C -6.94809 3.25419 7.42762
C -7.39767 1.94659 7.54847
H -7.44486 -0.00521 6.65860
H -6.12293 0.66839 4.68558
H -5.31673 2.99375 4.47353
H -5.84205 4.64878 6.23110
H -7.18334 3.98047 8.19490
H -7.98274 1.65297 8.41064
C 5.88900 -0.37162 -8.23999
C 6.23895 -0.23386 -6.90318
C 6.04619 -1.28937 -6.02172
C 5.50172 -2.48200 -6.47712
C 5.14503 -2.61725 -7.81273
C 5.33951 -1.56281 -8.69466
H 6.04435 0.44992 -8.92804
H 6.66185 0.69627 -6.54457
H 6.32183 -1.18622 -4.98096
H 5.36034 -3.30347 -5.78693
H 4.71684 -3.54662 -8.16742
H 5.06377 -1.66932 -9.73641
C 2.15597 4.53815 7.61746
C 1.95919 4.47413 6.24493
C 1.47809 3.30823 5.66416
C 1.19715 2.20475 6.45806
C 1.40031 2.26601 7.83001
C 1.87859 3.43275 8.41004
H 2.52600 5.44956 8.06957
H 2.17979 5.33335 5.62489
H 1.32108 3.25990 4.59319
H 0.81918 1.29638 6.00657
H 1.18479 1.40391 8.44818
H 2.03501 3.48084 9.48004

=====

19
Properties=species:S:1:pos:R:3 method="wB97M-V/def2-TZVPD" gap_ev=8.17 e_lumo_ev=-0.23 smiles="Cn1cccc1.S=C1CS1"
C 1.20944 0.15110 -1.87592
N 0.72226 0.87673 -0.70361
C 1.26112 0.75176 0.51379
C 0.48058 1.28698 1.46112
C -0.67230 1.74250 0.80056
C -0.56815 1.39922 -0.50683
H 0.52683 -0.29682 -2.51331
H 1.59947 0.89561 -2.50760
H 2.03528 -0.61013 -1.69294
H 2.25235 0.23394 0.78347
H 0.75169 1.34850 2.44352
H -1.52462 2.23728 1.10879
H -1.17183 1.50356 -1.28774
S -1.95765 -2.32742 -1.51269
C -1.22084 -2.22836 -0.10903
C -1.24576 -1.69094 1.26270
S 0.27400 -2.60251 0.71737
H -1.70537 -2.13183 2.11364
H -1.04650 -0.53919 1.50471

=====

8
Properties=species:S:1:pos:R:3 method="wB97M-V/def2-TZVPD" gap_ev="10.73 / 7.90" e_lumo_ev="-0.46 / -1.19"
C 0.34123 -0.42660 0.71968
C -0.82107 -0.98679 0.01196
O 1.35972 -0.26941 -0.36639
O 2.72951 -0.35870 -0.08669
F -1.89828 -0.20444 -0.14540
H 0.20949 0.41283 1.35325
H 0.72688 -1.30969 1.36230
H -0.60721 -1.68689 -0.75072

=====

18
Properties=species:S:1:pos:R:3 method="wB97M-V/def2-TZVPD" gap_ev=10.52 e_lumo_ev=0.09 smiles=O.O.O.O.O.O
O 1.31371 1.00840 -0.87488
H 0.68227 1.55287 -0.34508
H 1.97101 0.90258 -0.24445
O 3.96652 -0.54489 -1.08369
H 4.46453 -1.22482 -1.46457
H 3.39875 -1.03967 -0.47371
O -2.61825 -0.34506 2.20886
H -3.52012 -0.36119 2.26102
H -2.31566 -0.98279 1.49375
O 0.67961 0.46253 1.90550
H -0.09518 -0.16048 1.78765
H 1.10829 0.01150 2.61963
O 0.41780 -0.68671 -2.80547
H 1.06284 -0.21897 -3.23481
H 0.48274 -1.65626 -2.89481
O -3.73726 1.40245 0.14344
H -3.25377 0.67798 -0.07629
H -4.00784 1.20253 1.07790

=====

11
Properties=species:S:1:pos:R:3 method="wB97M-V/def2-TZVPD" gap_ev=9.52 e_lumo_ev=0.78 smiles="C=C=CO.O"
C 1.29281 -1.49503 0.44027
C 1.20454 -0.39294 -0.18917
C 1.17491 0.90354 -0.37406
O 0.27850 1.75173 0.21974
H 0.78362 -2.35424 0.15317
H 2.22175 -1.56267 0.98525
H 1.61419 1.45133 -1.22006
H -0.06576 1.18144 1.00561
O -2.69086 0.14678 -0.05214
H -2.22249 -0.02269 -0.89679
H -3.59120 0.39275 -0.07180

=====

7
Properties=species:S:1:pos:R:3 method="wB97M-V/def2-TZVPD" multiplicity=3 gap_ev="5.23 / 7.47" e_lumo_ev="0.82 / -3.86" s_squared=2.006
N 0.76869 0.53836 -0.43045
F -1.43750 -0.16377 -0.84149
Si -0.47496 -0.41684 0.43138
H 0.70880 0.77219 -1.38673
H 1.68726 0.68894 -0.03191
H -0.68772 -1.95788 0.59231
H -0.56458 0.53901 1.66689

=====

104
Properties=species:S:1:pos:R:3 method="wB97M-V/def2-TZVPD" gap_ev=4.64 total_charge=-2 e_lumo_ev=3.62
C 1.85635 -2.63583 1.25747
N 1.72556 -1.35960 0.57318
C 2.99138 -0.88342 -0.00823
P 3.01845 0.03589 -1.70249
C 2.51893 1.66464 -0.73862
C 1.17384 1.67740 -0.00028
C 1.24168 2.00305 1.49763
C -0.06337 1.61477 2.16173
N -1.22002 2.29825 1.56515
C -1.93109 1.68697 0.55190
N -2.53434 2.27046 -0.40555
N -1.96881 0.28366 0.61470
C 1.16324 -0.25718 -2.18825
C 0.52964 -0.76473 -3.45967
O -0.66008 -0.72085 -3.63005
I 1.54675 -1.66608 -5.18796
P 5.39424 0.56337 -0.96735
S 6.85371 1.23892 -2.18509
C 3.28130 0.96266 -3.42192
O 4.03077 0.41780 -4.21337
O 2.57407 1.95943 -3.51916
N 3.60363 -1.71886 -2.54006
C 2.85908 -2.84818 -2.41283
C 3.36304 -4.08686 -3.12984
O 1.77788 -2.90088 -1.83794
C 4.99333 -2.00826 -2.63918
C 5.68899 -1.79120 -3.95522
O 5.56149 -2.56085 -1.70555
H 2.59269 -2.60842 2.07382
H 0.89785 -2.89095 1.70958
H 2.12026 -3.40015 0.53621
H 1.42266 -0.69441 1.27036
H 3.45557 -0.18591 0.70136
H 3.70680 -1.70250 -0.04459
H 3.26085 1.87302 0.03274
H 2.58872 2.53460 -1.37916
H 0.59284 0.76530 -0.09893
H 0.54457 2.44799 -0.45609
H 1.49782 3.04645 1.66871
H 2.03470 1.39388 1.93669
H -0.04630 1.86656 3.22275
H -0.19062 0.53972 2.11806
H -0.96179 3.21736 1.23399
H -2.43748 3.28002 -0.33681
H -2.61428 -0.02086 -0.10105
H -1.05312 -0.09171 0.38858
H 0.60286 -0.77279 -1.41564
H 0.78685 0.76257 -2.25192
H 5.90272 -0.43768 -0.10852
H 5.29469 1.59572 -0.01630
H 2.50066 -4.71684 -3.32153
H 4.06572 -4.62998 -2.50374
H 3.82881 -3.83934 -4.07842
H 6.14351 -2.75509 -4.19944
H 6.48335 -1.06171 -3.83941
H 4.99812 -1.50097 -4.73055
C -3.10764 -3.67989 2.29983
C -2.76081 -2.86946 3.54022
C -4.02019 -2.45292 4.29176
O -1.98951 -1.72924 3.19646
H -3.70561 -3.07854 1.61078
H -2.20270 -3.97186 1.76810
H -3.67198 -4.57963 2.55716
H -2.12380 -3.46131 4.20133
H -4.64318 -1.82239 3.65194
H -3.76032 -1.87503 5.17955
H -4.60886 -3.32042 4.59798
H -2.49636 -1.17967 2.58227
C -1.77394 -3.92622 -2.92448
C -2.91085 -3.46486 -2.02447
C -4.00475 -2.76569 -2.82035
O -2.41228 -2.60579 -1.00357
H -1.31011 -3.06983 -3.42002
H -1.00101 -4.42266 -2.33876
H -2.13213 -4.61606 -3.69146
H -3.33566 -4.32195 -1.49644
H -3.59744 -1.87984 -3.31498
H -4.81296 -2.44442 -2.16036
H -4.42264 -3.42272 -3.58494
H -2.02137 -1.84006 -1.44337
C -6.86243 1.93504 -1.76856
C -6.94204 1.17160 -0.45437
C -6.00456 1.76719 0.58266
O -6.64424 -0.20954 -0.66344
H -5.84666 1.88525 -2.16818
H -7.53788 1.49902 -2.50591
H -7.12369 2.98573 -1.63236
H -7.96956 1.18863 -0.08371
H -4.97276 1.71031 0.22715
H -6.06782 1.21466 1.52142
H -6.23892 2.81498 0.77943
H -5.73839 -0.26103 -0.99017
C 3.84212 6.39423 3.70477
C 2.52320 5.65271 3.86541
C 1.77577 6.10131 5.11399
O 2.74098 4.24852 3.89033
H 4.49418 6.18878 4.55899
H 4.35598 6.06086 2.80407
H 3.68811 7.47289 3.64151
H 1.90031 5.82784 2.98686
H 2.37336 5.88853 6.00538
H 0.83316 5.56183 5.20669
H 1.56531 7.17199 5.08946
H 3.29392 4.04081 4.65048

=====

100
Properties=species:S:1:pos:R:3 method="wB97M-V/def2-TZVPD" multiplicity=4 gap_ev="7.22 / 7.26" total_charge=+1 e_lumo_ev="-2.41 / -2.75" s_squared=3.765
V 0.52065 -0.99697 -1.61573
C -6.86022 0.21510 0.84455
C -5.97116 0.80235 -0.25459
C -6.76842 0.79919 -1.56695
C -5.59380 2.24043 0.13448
C -4.67395 0.03065 -0.43103
C -3.77836 0.42836 -1.41796
C -2.55790 -0.19302 -1.48338
Br -1.18785 0.46739 -2.67866
C -2.14197 -1.27595 -0.68432
O -0.96832 -1.78692 -0.88119
C -3.07347 -1.69039 0.30374
C -4.27940 -1.00855 0.40224
C -2.83266 -2.83546 1.28019
C -3.85477 -3.93990 0.96457
C -3.04807 -2.35188 2.72206
C -1.42008 -3.41984 1.20462
H -7.76609 0.81065 0.93476
H -6.35731 0.22833 1.80845
H -7.15183 -0.80488 0.60414
H -7.72976 1.28745 -1.41882
H -6.94968 -0.22317 -1.89367
H -6.24203 1.32294 -2.36082
H -6.48685 2.84506 0.27040
H -4.97640 2.70543 -0.62961
H -5.03170 2.23582 1.06608
H -4.01092 1.22070 -2.10981
H -4.94847 -1.31044 1.18772
H -4.86793 -3.57896 1.11930
H -3.69763 -4.79483 1.61818
H -3.76742 -4.26985 -0.06880
H -4.07508 -2.04832 2.89842
H -2.39972 -1.51104 2.94900
H -2.82184 -3.15937 3.41480
H -1.21177 -3.83371 0.21970
H -1.32096 -4.21982 1.93572
H -0.68053 -2.65360 1.43912
N 1.68171 -2.85018 -1.61357
C 3.09310 -2.76689 -1.89411
C 3.95345 -3.82898 -1.64582
C 5.30814 -3.70077 -1.90571
C 5.81044 -2.52130 -2.43417
C 4.96111 -1.46430 -2.69973
C 3.60496 -1.57267 -2.41517
P 2.41433 -0.21671 -2.69567
C 3.02868 1.24139 -1.79345
C 2.16317 2.33644 -1.85465
C 2.42357 3.47900 -1.12483
C 3.54128 3.52681 -0.30628
C 4.40490 2.44635 -0.24190
C 4.15199 1.29985 -0.97695
C 2.89219 0.14723 -4.41323
C 2.48006 -0.75299 -5.39214
C 2.91831 -0.60613 -6.69410
C 3.75943 0.44548 -7.02532
C 4.15136 1.35389 -6.05569
C 3.72288 1.20918 -4.74868
H 1.51550 -3.38285 -0.75579
H 1.20629 -3.36708 -2.36140
H 3.56804 -4.75528 -1.24093
H 5.96972 -4.52973 -1.70883
H 6.86411 -2.42861 -2.64004
H 5.33720 -0.54562 -3.12704
H 1.27934 2.27779 -2.48118
H 1.75382 4.32291 -1.18473
H 3.73116 4.40535 0.28835
H 5.27750 2.49273 0.39286
H 4.82972 0.46070 -0.90922
H 1.82094 -1.57144 -5.11664
H 2.60696 -1.30922 -7.45274
H 4.11198 0.55432 -8.04029
H 4.79784 2.17858 -6.31296
H 4.03337 1.91197 -3.98879
C -0.28835 1.63610 6.34736
C -0.90266 2.34474 5.14146
N -0.12083 2.13331 3.92808
C 0.69531 3.22884 3.44693
C 1.80686 3.62667 4.41505
C -0.30329 0.97372 3.27859
O -1.16788 0.16795 3.57431
C 0.71006 0.55728 2.23806
C 1.95396 0.14506 2.72314
C 2.82014 -0.49312 1.84857
C 2.40304 -0.74405 0.56028
N 1.21023 -0.36543 0.07967
C 0.39137 0.30063 0.91241
H -0.91042 1.82464 7.21689
H 0.71780 1.98922 6.56029
H -0.25748 0.56280 6.17631
H -0.97858 3.41815 5.31842
H -1.90127 1.93279 4.97168
H 0.04606 4.09815 3.28180
H 1.12742 2.94801 2.48245
H 1.39560 3.95795 5.36548
H 2.38040 4.44634 3.98845
H 2.48008 2.79199 4.59363
H 2.21238 0.31294 3.75640
H 3.80081 -0.81502 2.16086
H 3.05688 -1.26250 -0.12737
H -0.56254 0.63063 0.50447